C22H22F2N4O2S as an isolated structure at a distorted geometry. Source: OMol25; level of theory: wB97M-V/def2-TZVPD.

Frontier orbital gap: 8.024 eV
E_HOMO: -8.77 eV
Max |F|: 17.057 eV Å⁻¹
Energy: -49475.40042 eV
Spin multiplicity: 1

Each line ends with the Löwdin charge.
Cartesian coordinates (Å):
1 S -3.880353 0.449051 2.587443  1.097
2 F 2.710352 -0.756933 3.076131  -0.133
3 F -6.660078 -0.458970 0.481080  0.023
4 O -0.404566 -2.644724 0.514519  -0.119
5 O -0.738953 2.611228 0.323274  -0.121
6 N -0.606383 -0.903258 -0.918155  0.172
7 N -2.604595 -0.574526 2.868947  -0.330
8 N -1.426915 -0.493976 2.282298  0.123
9 N 0.650029 0.756130 0.721056  0.094
10 C 0.851870 -0.601736 0.798060  -0.303
11 C 2.251144 2.758607 1.091591  0.055
12 C -3.613102 -2.176262 -0.283224  0.013
13 C -5.482313 -0.458867 -0.154479  -0.255
14 C -1.696356 -1.550631 -1.905291  0.052
15 C -3.009281 -1.187779 -1.218182  -0.176
16 C -0.080713 -1.292385 0.077610  -0.496
17 C -0.578101 1.332043 1.016985  -0.240
18 C 4.405656 -1.724926 1.597847  0.100
19 C 3.870764 -2.099621 -0.760093  -0.168
20 C -2.842998 1.162148 1.526593  -0.403
21 C 1.857528 1.465253 0.018070  -0.153
22 C -1.632567 0.768505 1.471679  -0.349
23 C 3.122879 -1.258049 1.589257  -0.117
24 C 2.178482 -1.146426 0.771261  -0.114
25 C -4.965454 0.188196 -1.322277  -0.081
26 C 4.907453 -2.064523 0.144154  0.032
27 C 2.680478 -1.688009 -0.570854  -0.023
28 C 2.932908 2.619640 -1.839991  -0.130
29 C -3.744307 -0.089105 -1.402250  -0.200
30 C 1.765958 2.059461 -1.291116  -0.312
31 C -4.871897 -1.839033 0.271047  0.010
32 H 4.190266 -2.188503 -2.075904  0.202
33 H 0.647031 -0.972762 1.979017  0.230
34 H 2.577702 1.056676 0.249960  -0.009
35 H -1.568483 -2.536111 -1.790408  0.083
36 H 1.449908 1.283564 -1.885382  0.079
37 H 3.167229 3.151231 0.879488  0.040
38 H -1.620669 -1.329339 -2.787133  0.030
39 H 5.103011 -1.743833 2.374158  0.094
40 H -5.418953 -2.329074 1.262776  0.168
41 H 0.876306 2.784638 -1.354407  0.153
42 H 1.377669 3.444626 1.076853  0.087
43 H 2.188975 2.562490 2.027078  -0.004
44 H 3.213770 3.588468 -1.498750  0.059
45 H 5.723273 -2.531482 0.212148  0.013
46 H -3.333804 0.583089 -2.403493  0.196
47 H -3.246462 2.125326 1.018503  0.145
48 H 2.035894 -1.414253 -1.456297  0.142
49 H -0.530627 0.243112 -1.161182  0.246
50 H 2.736283 2.873221 -3.026637  0.138
51 H 3.882290 1.960790 -1.942152  0.116
52 H -3.129041 -2.943227 0.123159  0.056
53 H -5.668128 1.170825 -1.384390  0.186

Forces on atoms 1 to 6 (eV/Å):
1.97 -1.10 -0.30
0.87 -0.94 -3.17
-0.81 2.11 -0.60
1.70 6.04 -2.07
0.42 -5.79 3.96
-4.95 7.81 -11.34

C22H22F3N2O2PbSe2 as an isolated structure at a distorted geometry. Source: OMol25; level of theory: wB97M-V/def2-TZVPD.

ΔE to the lowest compared entry with this formula, charge and spin: 26.1 kcal per mole
Frontier orbital gap: 5.984 eV
E_HOMO: -10.27 eV
Max |F|: 3.327 eV Å⁻¹
Total charge: +1
Energy: -174332.06669 eV
Spin multiplicity: 1

Each line ends with the Löwdin charge.
Cartesian coordinates (Å):
1 Pb -1.250247 0.558459 -0.096171  1.340
2 Se 1.101674 -1.520601 1.855380  0.459
3 Se 2.880589 -1.930736 0.272460  0.590
4 F 2.285103 3.175235 -6.138306  0.117
5 F 4.166945 3.171785 -4.947553  0.138
6 F 3.461000 1.282632 -5.977206  0.079
7 O 1.113911 -5.075121 -1.063528  -0.043
8 O 2.672906 -5.905822 2.802948  -0.069
9 N -2.466918 1.049745 2.051296  -0.043
10 N 0.642731 1.118255 -1.933693  -0.051
11 C 3.057648 2.430909 -5.258792  -0.441
12 C -2.215185 4.716885 -1.403909  -0.053
13 C -2.905169 2.305277 2.054140  -0.270
14 C -2.706600 3.134228 0.909208  -0.226
15 C -2.613462 0.277401 3.156810  -0.111
16 C -3.665544 2.810482 3.144146  0.006
17 C 1.198162 0.246648 -2.802857  -0.132
18 C -2.623135 5.320379 -0.200231  -0.064
19 C 1.630393 -4.391073 1.241558  -0.603
20 C 2.020803 0.623062 -3.810772  0.009
21 C -2.083016 3.297707 -1.461665  -0.143
22 C -3.284454 0.711618 4.292769  -0.028
23 C 1.778356 2.894044 -3.111838  0.035
24 C -2.250319 2.537563 -0.277156  -0.336
25 C 0.974963 2.421381 -2.075961  -0.121
26 C -3.868352 2.009119 4.235901  -0.033
27 C 2.262555 1.970575 -4.043175  -0.074
28 C -2.835514 4.564086 0.938067  -0.008
29 C 1.031629 -3.502038 2.298579  -0.429
30 C 0.669688 -4.312129 0.060215  -0.270
31 C 1.763209 -5.870377 1.685260  -0.169
32 C 2.982657 -3.860025 0.751064  -0.443
33 H 0.473516 3.125859 -1.424081  0.098
34 H -2.761367 6.393189 -0.197934  0.111
35 H -2.114439 5.325313 -2.317690  0.115
36 H 2.402564 -0.206922 -4.393574  0.134
37 H -3.165542 5.062713 1.852607  0.107
38 H 0.909343 -0.796036 -2.777639  0.115
39 H -0.053030 -3.663792 2.359719  0.072
40 H 1.100436 -4.519314 -1.839420  0.087
41 H -4.079610 3.836870 3.050028  0.122
42 H -2.159474 -0.718872 3.126078  0.110
43 H -0.297652 -4.746098 0.365416  0.132
44 H -3.349120 0.120599 5.204108  0.114
45 H 3.733101 -4.030398 1.534281  0.084
46 H 0.751598 -6.171707 1.973882  0.133
47 H 3.246497 -4.340447 -0.194726  0.074
48 H 1.527418 -3.653469 3.279298  0.090
49 H 2.163623 -6.423949 0.797743  0.146
50 H -1.800878 2.822245 -2.370871  0.076
51 H 1.798392 3.981742 -3.231381  0.140
52 H 0.408135 -3.272615 -0.185858  0.076
53 H -4.365986 2.459780 5.124483  0.132
54 H 2.705468 -6.844244 3.118545  0.119

Forces on atoms 1 to 6 (eV/Å):
-0.47 -1.04 -0.07
0.95 -1.13 -0.15
-0.40 -0.26 0.57
1.13 -0.99 1.51
-1.60 -1.12 -0.39
-0.39 2.22 1.18

C22H22FN8OPrS as an isolated structure. Source: OMol25; level of theory: wB97M-V/def2-TZVPD.

Frontier orbital gap (alpha / beta): 7.237 / 7.248 eV
E_HOMO (alpha / beta): -13.92 / -13.92 eV
Max |F|: 0.746 eV Å⁻¹
Total charge: +2
Energy: -64753.28107 eV
Spin multiplicity: 3

Each line ends with the Mulliken spin population.
Cartesian coordinates (Å):
1 Pr -0.095817 -0.044913 0.409825  2.016
2 S 0.832177 -4.196157 -2.364968  0.000
3 F 1.947626 -0.318376 0.485540  -0.006
4 O -1.070854 0.202104 2.561027  -0.003
5 N 2.339764 -2.110655 -1.643438  0.000
6 N -0.148738 2.491144 0.598267  -0.002
7 N -0.938498 3.196671 -0.061501  -0.001
8 N -2.032313 -2.985683 3.629351  0.000
9 N -1.178599 -1.926861 1.841136  0.001
10 N 0.033037 -1.986131 -1.234216  -0.003
11 N -1.577543 -4.221008 1.665538  0.000
12 N -1.238697 1.286845 -1.481337  -0.001
13 C -3.190512 -4.541934 -1.969702  0.000
14 C -2.419530 -2.401852 -1.144156  0.000
15 C 1.398890 2.361500 2.418634  0.004
16 C 1.106681 -2.616140 -1.686500  0.001
17 C -0.870213 -4.017055 -2.033130  -0.001
18 C -0.155541 4.234596 2.334499  0.000
19 C -2.499769 2.915929 -3.349850  0.001
20 C -1.416922 2.599974 -1.255716  0.000
21 C -1.604559 -3.107642 2.375771  0.000
22 C -1.896928 -4.913045 -2.297011  0.000
23 C 0.362537 3.055717 1.788997  -0.003
24 C -2.305655 1.568246 -3.604393  0.000
25 C -1.109208 -2.768952 -1.447697  -0.003
26 C -2.055012 3.445047 -2.146653  -0.001
27 C 0.373334 4.706980 3.518230  0.000
28 C 1.407113 4.021320 4.150245  0.000
29 C -3.449039 -3.292328 -1.404666  0.001
30 C 1.922003 2.853342 3.601145  0.000
31 C -1.676261 0.791765 -2.645263  0.001
32 C -1.375054 -0.985393 2.774706  -0.001
33 C -1.950547 -1.586293 4.028298  0.000
34 C -2.573315 -4.026108 4.488617  0.000
35 H -1.698593 -5.871236 -2.757817  0.000
36 H -3.650708 -3.912354 4.605272  0.000
37 H -1.934754 -5.095986 2.008331  0.000
38 H 3.119864 -2.664442 -1.955315  0.000
39 H -1.329643 -4.155592 0.688649  0.000
40 H -4.468327 -3.008908 -1.180332  0.000
41 H 1.840305 1.473771 1.972519  -0.001
42 H 1.815580 4.404141 5.075644  0.000
43 H -1.288500 -1.429598 4.881840  0.000
44 H -2.633009 1.115865 -4.528950  0.000
45 H -2.360877 -5.007002 4.070921  0.000
46 H 2.526824 -1.337637 -1.012578  0.000
47 H -4.007531 -5.220371 -2.170467  0.000
48 H -0.017653 5.613786 3.958420  0.000
49 H -2.090928 -3.974583 5.463138  0.000
50 H -1.511044 -0.266251 -2.807254  0.000
51 H -0.964384 4.750955 1.839991  0.000
52 H -2.659246 -1.426563 -0.730382  0.000
53 H 2.735963 2.337143 4.089834  0.000
54 H -2.934309 -1.170140 4.255734  0.000
55 H -2.176539 4.487183 -1.890813  0.000
56 H -2.991023 3.549198 -4.075963  0.000

Forces on atoms 1 to 6 (eV/Å):
0.15 -0.49 -0.54
-0.01 0.04 -0.01
0.25 0.07 -0.06
-0.27 0.19 0.47
0.00 0.00 0.07
-0.28 0.46 -0.11

An isolated molecule of C22H22N2O3. Source: OMol25; level of theory: wB97M-V/def2-TZVPD.

ΔE to the lowest compared entry with this formula, charge and spin: 53.8 kcal per mole
Frontier orbital gap: 8.627 eV
SMILES: CCOc1ccc(NC(=O)Cn2cc(C(=O)C3CC3)c3ccccc32)cc1
E_HOMO: -8.07 eV
Max |F|: 0.726 eV Å⁻¹
Energy: -32293.72658 eV
Spin multiplicity: 1

Each line ends with the Löwdin charge.
Cartesian coordinates (Å):
1 O -1.667058 1.532881 2.406845  0.082
2 O -2.113396 -1.920729 0.642901  -0.051
3 O 5.385307 -0.306230 0.877944  0.060
4 N 2.216524 1.306682 0.938023  -0.043
5 N 3.410769 -1.306157 0.587303  0.145
6 C 1.067281 1.484312 1.626958  0.002
7 C -2.878057 -2.255226 -0.498328  -0.254
8 C -0.095790 -1.571928 1.751881  0.010
9 C -0.022497 -1.921223 -0.623138  -0.009
10 C 0.835802 1.373989 -2.915705  -0.089
11 C -3.720578 2.746982 0.837468  -0.096
12 C -0.007680 1.539597 -1.838772  -0.024
13 C 1.349504 -1.756424 -0.592567  -0.014
14 C -2.358938 2.388148 0.306545  -0.208
15 C 4.175990 -0.259306 0.966098  -0.481
16 C -2.802036 -3.740152 -0.842167  -0.060
17 C 2.212352 1.215153 -2.749208  -0.087
18 C -3.564473 1.529412 -0.002680  -0.093
19 C -1.364665 1.831738 1.264800  -0.341
20 C -0.764772 -1.816083 0.549827  -0.264
21 C 3.495413 1.005017 1.509396  -0.026
22 C -0.000064 1.656822 0.774998  -0.081
23 C 1.271498 -1.406790 1.776822  -0.021
24 C 0.533448 1.549795 -0.553863  -0.103
25 C 1.927085 1.342585 -0.404001  -0.177
26 C 2.005726 -1.476867 0.597256  -0.256
27 C 2.776320 1.190338 -1.491852  -0.009
28 H -2.584820 -1.636604 -1.355457  0.116
29 H 4.204761 1.822748 1.328524  0.143
30 H 0.426346 1.366125 -3.915320  0.099
31 H -0.680215 -1.495340 2.653936  0.127
32 H -3.611215 0.568425 0.486618  0.096
33 H 3.939623 -2.038153 0.127129  0.162
34 H -3.904125 -1.995590 -0.222476  0.122
35 H -3.942187 1.535078 -1.014872  0.102
36 H -1.785626 -4.031641 -1.094922  0.067
37 H 2.841007 1.098949 -3.619269  0.101
38 H -3.869072 2.607832 1.897387  0.103
39 H -3.451808 -3.954118 -1.686267  0.078
40 H 1.915226 -1.826653 -1.509777  0.121
41 H 3.382038 0.895947 2.591724  0.140
42 H 3.838193 1.048836 -1.357522  0.116
43 H -0.494203 -2.114842 -1.572760  0.109
44 H -3.125378 -4.330582 0.011275  0.081
45 H 1.049959 1.506833 2.699712  0.147
46 H -4.213872 3.612144 0.421645  0.102
47 H -1.069588 1.642619 -1.995262  0.101
48 H 1.776805 -1.227890 2.713600  0.124
49 H -1.944870 2.989522 -0.490448  0.131

Forces on atoms 1 to 6 (eV/Å):
-0.05 -0.03 0.04
0.00 0.08 0.24
0.23 0.19 0.07
-0.07 0.22 0.09
0.08 -0.57 -0.27
-0.64 0.33 -0.11